66
Properties=species:S:1:pos:R:3:forces:R:3 method="wB97M-V/def2-TZVPD" spin_multiplicity=3 total_charge=-1 de_lowest_kj_mol=39.1 e_homo_ev="-3.4 / -3.7"
W -0.23733 0.28313 -0.07793 -1.2 -0.7 -0.3
C -2.83667 1.22372 2.48834 0.2 -0.1 0.0
N -1.06243 -1.18643 1.07337 -0.2 0.4 0.6
C -2.17490 -1.86946 0.42269 0.2 0.0 0.0
C -1.69444 -2.45001 -0.90456 -0.1 0.0 -0.2
N -1.15184 -1.37571 -1.77413 0.5 0.0 0.4
C -2.23998 -0.73586 -2.53328 0.0 -0.1 -0.1
C -0.16192 -1.85162 -2.72374 0.0 0.2 -0.1
C -0.41456 -2.98742 -3.48117 0.0 0.0 0.0
C 0.45238 -3.39155 -4.48359 0.0 0.0 0.0
C 1.58032 -2.62277 -4.74528 0.0 0.0 0.0
C 1.84160 -1.49420 -3.99085 0.0 0.0 0.0
C 0.99418 -1.09309 -2.94932 0.0 -0.1 0.0
S 1.45785 0.28531 -1.98195 -0.2 0.2 -0.2
C -0.35752 -1.98139 1.99849 -0.1 0.0 -0.1
C -0.87490 -2.29965 3.24759 0.0 0.0 0.0
C -0.16243 -3.11029 4.12683 0.0 0.0 0.0
C 1.07913 -3.59852 3.74857 0.0 0.0 0.0
C 1.60382 -3.28635 2.49914 0.0 0.0 0.0
C 0.89575 -2.48226 1.60376 0.1 0.0 0.1
S 1.46055 -1.98247 0.03984 -0.1 0.0 -0.1
H -2.92801 0.28656 3.04016 -0.3 0.1 0.0
H -2.96663 1.00520 1.42900 0.0 0.1 0.1
H -0.89136 1.11928 3.43635 0.0 -0.1 -0.1
H -3.00530 -1.17931 0.25362 0.0 0.0 0.1
H -2.52817 -2.68964 1.05561 0.0 0.0 0.0
H -2.51202 -2.96507 -1.42831 0.0 -0.1 0.1
H -0.88603 -3.15040 -0.70188 0.0 0.0 -0.1
H -2.65378 -1.44805 -3.25652 0.0 0.0 0.0
H -1.84019 0.12143 -3.07030 0.0 0.0 0.0
H -3.01167 -0.38505 -1.85571 0.0 0.0 0.0
H -1.30644 -3.56880 -3.27825 0.0 0.0 0.0
H 0.24824 -4.28936 -5.05321 0.0 0.0 0.0
H 2.26630 -2.91092 -5.53318 0.0 0.0 0.0
H 2.73310 -0.90801 -4.17659 0.0 0.0 0.0
H -1.84437 -1.90170 3.52934 0.0 0.0 0.0
H -0.57235 -3.34693 5.10156 0.0 0.0 0.0
H 1.64859 -4.22139 4.42906 0.0 0.0 0.0
H 2.57150 -3.67520 2.20329 0.0 0.0 0.0
C 4.02613 1.16521 1.28616 -0.1 0.1 0.0
C 2.92136 0.31777 1.37346 0.0 0.0 0.2
N 1.80032 0.95785 1.04554 0.4 0.1 -0.5
N 2.16943 2.23492 0.76213 0.1 0.0 -0.3
C 3.49374 2.37188 0.87431 0.0 0.0 0.2
B 1.14848 3.36582 0.50515 0.1 0.0 0.6
N 0.63714 3.41368 -0.92544 0.0 0.0 -0.4
C 0.99415 4.26745 -1.89992 -0.4 0.0 -0.3
C 0.23801 3.96431 -3.02269 0.0 -0.1 0.3
C -0.54962 2.86995 -2.61957 0.1 0.3 -0.1
N -0.29092 2.54789 -1.36715 0.6 0.2 0.6
N 0.01436 3.06869 1.50127 -0.4 0.0 -0.4
C -0.51563 3.88130 2.47895 0.3 -0.1 0.1
C -1.36123 3.18708 3.24529 -0.1 0.0 0.0
C -1.41172 1.77801 2.71751 0.0 0.3 0.1
N -0.55932 1.85713 1.52733 0.1 -0.1 0.1
H 5.05526 0.92949 1.49241 0.0 0.0 0.0
H 2.89097 -0.72024 1.64482 0.0 0.0 0.0
H 3.95637 3.32636 0.68435 0.0 0.0 0.0
H 1.68627 4.41847 0.74936 -0.1 0.0 0.1
H 1.73334 5.03068 -1.72300 0.0 0.0 0.0
H 0.25316 4.45480 -3.98064 0.0 0.0 0.0
H -1.27167 2.30418 -3.18486 0.0 0.0 0.0
H -0.17779 4.90317 2.54325 0.0 0.0 0.0
H -1.91258 3.54023 4.10124 0.0 0.0 0.0
H -3.60159 1.94119 2.81325 0.2 -0.2 0.0
O -1.88452 0.73699 -0.34934 0.2 -0.1 -0.2

***

64
Properties=species:S:1:pos:R:3:forces:R:3 method="wB97M-V/def2-TZVPD" total_charge=0 de_lowest_kj_mol=107.3 e_homo_ev=-8.4
Be -8.01711 -4.24648 11.73590 -0.5 0.0 0.3
O -10.02116 -2.69762 9.54913 0.7 -0.5 0.6
S -8.64124 -2.31382 9.81113 -1.3 2.3 -0.3
O -7.97423 -1.75863 8.66842 0.5 0.0 0.2
O -7.81050 -3.41782 10.40744 0.1 0.3 -0.1
C -8.84120 -0.91776 11.07432 0.3 -1.5 -0.9
C -8.62973 0.39780 10.67076 -0.7 0.5 2.3
C -8.96364 1.39463 11.61886 -0.2 -0.8 -1.1
C -9.57779 1.08904 12.80627 0.4 1.6 1.3
C -9.78620 -0.18272 13.16560 -0.4 -2.6 0.7
C -9.39932 -1.21949 12.31504 -0.5 -0.7 0.7
P -9.84678 -2.96710 12.84654 0.0 0.6 -1.0
C -11.67040 -2.85799 12.56574 -1.4 0.0 0.6
C -12.59000 -2.29051 13.47530 -1.0 -1.1 -2.4
C -13.97690 -2.27000 13.18094 0.3 -0.5 1.2
C -14.50757 -2.94315 12.10049 2.3 0.2 -0.1
C -13.61076 -3.56239 11.24439 -1.2 -0.5 -1.0
C -12.25379 -3.47078 11.45027 0.9 0.0 -0.4
C -9.69088 -3.02834 14.67187 -0.5 -0.1 -0.3
C -10.54189 -3.96044 15.30689 0.8 1.2 -0.2
C -10.44967 -4.09299 16.67059 -1.1 -0.7 0.8
C -9.63324 -3.30375 17.46614 0.4 0.1 -2.2
C -8.75106 -2.43003 16.82314 0.0 -0.8 -0.1
C -8.74920 -2.31972 15.42697 0.5 0.4 0.0
H -8.24011 0.70914 9.74214 0.4 -0.2 -1.0
H -8.86366 2.42263 11.39977 0.4 0.9 -0.5
H -9.78902 1.79241 13.61821 0.0 0.5 -0.8
H -10.26113 -0.42920 14.13387 0.4 0.2 -0.7
H -12.21855 -2.01823 14.39364 0.5 1.1 2.1
H -14.72736 -1.94019 13.89881 0.5 0.5 0.1
H -15.52709 -2.95068 11.89430 -1.6 -0.1 -0.1
H -14.04724 -4.12589 10.38260 0.8 0.6 0.6
H -11.60658 -3.80960 10.66372 0.3 -0.4 -0.1
H -11.31263 -4.50542 14.77926 0.2 -0.1 -0.2
H -11.10894 -4.83783 17.12978 0.2 0.3 0.1
H -9.65486 -3.45797 18.49913 0.2 0.0 1.5
H -7.96116 -1.97230 17.39757 -0.1 0.4 0.1
H -7.95706 -1.67088 14.96242 -1.1 -0.8 0.3
C -5.85029 -4.40853 14.91039 -1.4 -1.8 -0.2
C -6.10726 -4.58960 13.40346 0.1 -0.1 0.8
C -4.95222 -4.06927 12.57845 -0.5 -1.0 0.4
O -7.34932 -3.99395 13.04632 1.2 -0.8 0.1
H -4.87900 -4.87050 15.22225 -1.0 -0.1 -0.2
H -6.81076 -4.92555 15.33419 2.0 1.1 0.1
H -5.77193 -3.37770 15.17519 -0.3 0.9 0.3
H -6.12013 -5.70300 13.30573 -0.3 0.5 -0.4
H -4.88302 -3.01033 12.62811 0.2 1.0 0.3
H -5.17014 -4.30752 11.55297 0.4 -0.3 -0.7
H -4.06999 -4.57147 12.98348 0.3 0.2 -0.6
C -10.64974 -7.60089 14.41112 -0.3 0.0 0.8
C -11.36962 -7.36322 13.10115 0.5 1.7 0.1
C -10.37401 -6.92612 12.01528 -2.9 -1.5 1.5
N -9.29918 -6.37655 12.28598 2.2 1.8 0.7
N -8.70626 -5.76566 11.19832 -0.2 -0.5 0.2
C -9.36722 -6.04096 10.08542 0.6 0.2 -1.0
N -8.91149 -5.66084 8.88027 0.6 0.2 0.3
S -10.77684 -6.97683 10.36313 -0.5 0.0 -1.3
H -11.32550 -7.67225 15.29316 0.3 -0.1 -0.8
H -10.04884 -6.72557 14.53720 0.6 0.5 0.5
H -9.97242 -8.45231 14.41877 -0.1 -0.1 -0.2
H -12.08633 -6.48822 13.26310 0.7 -1.1 -0.5
H -11.89421 -8.21071 12.76754 -1.0 -1.0 -0.4
H -8.12449 -5.02858 8.91689 0.0 0.0 -0.1
H -9.30274 -5.80147 7.96428 -0.5 -0.2 0.5

***

63
Properties=species:S:1:pos:R:3:forces:R:3 method="wB97M-V/def2-TZVPD" spin_multiplicity=2 total_charge=0 de_lowest_kj_mol=113.6 e_homo_ev="-7.1 / -7.1"
Fe 0.02098 -0.60308 -0.72332 -0.7 0.6 0.6
C -1.32814 1.40027 1.66535 0.0 0.1 0.1
N -1.74030 0.29422 0.79710 0.2 0.0 -0.3
C -1.88059 -0.93174 1.59185 0.0 -0.1 0.2
C -2.01037 -2.11677 0.67409 -0.1 -0.1 0.0
N -0.72014 -2.40883 0.01875 -0.2 0.0 0.0
C -0.97627 -3.44515 -1.02305 0.0 0.1 -0.1
C 0.28224 -2.96060 0.93739 -0.1 0.1 -0.1
C -0.00824 -3.63934 2.10694 0.0 -0.1 0.1
C 1.02170 -4.20200 2.85429 0.0 0.0 -0.1
C 2.33348 -4.09031 2.41636 -0.1 0.0 0.0
C 2.61714 -3.40016 1.24703 0.1 0.0 0.0
C 1.59321 -2.82471 0.50071 0.3 0.0 0.2
S 1.85176 -1.95390 -0.98439 0.1 0.1 -0.4
C -2.97557 0.59552 0.09161 -0.2 0.0 -0.1
C -4.05893 1.14067 0.77738 0.0 0.0 0.0
C -5.25213 1.41435 0.13278 0.0 0.0 0.0
C -5.36679 1.13247 -1.22374 0.0 0.0 0.0
C -4.30245 0.58055 -1.90966 -0.1 0.0 0.1
C -3.08720 0.29587 -1.26995 0.1 0.1 0.2
S -1.77454 -0.34067 -2.21960 0.4 -0.3 -0.2
H -2.02133 1.56189 2.49730 0.0 0.0 0.0
H -1.26924 2.31647 1.07987 0.0 0.0 0.0
H -0.35332 1.17805 2.09186 -0.1 0.0 0.0
H -2.74842 -0.87131 2.26092 0.0 0.0 0.0
H -0.98411 -1.03548 2.20892 0.0 0.0 0.0
H -2.72126 -1.89803 -0.12093 0.0 0.0 0.0
H -2.38014 -3.00064 1.19761 0.0 0.0 0.0
H -1.44595 -4.31074 -0.55030 0.0 0.0 0.0
H -0.03243 -3.73239 -1.47660 0.0 0.0 0.0
H -1.62975 -3.01781 -1.78006 0.0 0.0 0.0
H -1.02308 -3.74435 2.46399 0.0 0.0 0.0
H 0.79215 -4.72201 3.77441 0.0 0.0 0.0
H 3.13835 -4.52565 2.99388 0.0 0.0 0.0
H 3.63903 -3.28685 0.90688 0.0 0.0 0.0
H -3.97173 1.35303 1.83523 0.0 0.0 0.0
H -6.08182 1.83935 0.68159 0.0 0.0 0.0
H -6.29030 1.34527 -1.74728 0.0 0.0 0.0
H -4.38695 0.36341 -2.96681 0.0 0.0 0.0
C 1.61093 0.93353 -5.14382 0.0 -0.1 0.0
S 2.10905 -0.22066 -3.85627 0.2 0.2 -0.1
C 3.10519 0.94834 -2.91710 0.1 -0.1 -0.1
O 0.86501 -0.46868 -3.07566 -0.1 0.0 -0.2
H 1.09857 1.77001 -4.67007 0.0 0.0 0.0
H 0.92368 0.39625 -5.79448 0.0 0.0 0.0
H 2.48213 1.26369 -5.70844 0.0 0.0 0.0
H 3.96238 1.22845 -3.53107 0.0 0.0 0.0
H 3.44394 0.42824 -2.02204 0.0 0.0 0.0
H 2.50110 1.81262 -2.65056 -0.1 0.0 0.0
Cl 4.16361 5.70160 2.83622 0.0 0.0 0.0
C 3.30605 4.40221 2.07210 0.0 0.0 0.0
C 3.45596 3.11248 2.55888 0.0 0.0 0.0
C 2.76559 2.07837 1.94893 0.0 0.0 0.0
C 1.94355 2.33961 0.85901 0.0 0.1 0.0
C 1.80693 3.63676 0.37731 0.1 0.0 0.0
C 2.48596 4.67785 0.98725 0.0 0.0 0.0
C 1.20906 1.23853 0.20136 0.1 -0.5 -0.1
O 1.13707 0.09363 0.76139 0.0 0.1 0.1
O 0.64411 1.37556 -0.91303 0.1 -0.3 0.1
H 4.10483 2.92881 3.40361 0.0 0.0 0.0
H 2.85661 1.06244 2.30943 0.0 0.0 0.0
H 1.16376 3.81752 -0.47380 0.0 0.0 0.0
H 2.38633 5.69398 0.63249 0.0 0.0 0.0

***

72
Properties=species:S:1:pos:R:3:forces:R:3 method="wB97M-V/def2-TZVPD" spin_multiplicity=3 total_charge=0 e_homo_ev="-6.7 / -6.8"
Ni -0.03370 -0.25779 -0.85609 0.1 2.0 -1.0
C 1.28100 -0.09759 -4.12259 0.1 0.0 -0.1
N 0.78240 0.72581 -3.02359 0.1 -0.2 0.1
C -0.31070 1.57181 -3.52139 -0.5 0.1 0.3
C -1.37350 1.95281 -2.47519 0.2 0.2 0.0
N -1.61780 0.86681 -1.56389 0.9 -0.7 0.0
C -2.75610 0.82431 -0.88639 -1.2 -0.2 0.4
C -2.99160 -0.30679 -0.05559 -0.2 0.7 -0.2
F -1.96800 -1.20079 0.03001 -0.4 -0.5 0.2
C -4.15110 -0.55139 0.63911 -0.2 0.3 -0.1
F -4.24740 -1.65139 1.40521 0.0 0.1 -0.1
C -5.22110 0.33781 0.53111 0.3 0.1 -0.2
F -6.38260 0.10651 1.16001 0.0 0.0 0.0
C -5.04920 1.47821 -0.25129 0.0 -0.4 0.3
F -6.06130 2.34721 -0.37799 0.2 -0.1 0.1
C -3.85470 1.73581 -0.89919 0.3 -0.4 0.1
F -3.77930 2.90691 -1.56789 0.0 0.0 0.0
C 1.91670 1.50451 -2.52689 0.1 0.4 0.5
C 1.58080 2.27131 -1.25999 0.1 -0.2 -0.2
N 1.15160 1.34041 -0.24379 -0.3 -1.3 -1.1
C 0.96200 1.82191 0.97271 -0.3 1.8 1.5
C 1.03130 0.75651 2.05961 0.3 0.7 -0.2
F 2.76330 -1.00999 2.16361 -0.1 -0.6 0.0
C 0.91230 1.20861 3.55471 0.2 0.7 -0.1
F 2.49820 -0.30869 4.66901 -0.1 0.0 -0.2
C 0.69470 2.67061 3.76201 -0.4 0.8 -1.0
F 0.61630 3.09481 5.03581 0.1 0.0 0.1
C 0.61850 3.53831 2.73161 -0.1 -0.4 1.8
F 0.42450 4.84741 2.96061 0.1 -0.3 -0.1
C 0.75410 3.13111 1.37771 0.3 -1.6 -1.4
F 0.57230 4.12291 0.46461 0.0 0.1 0.1
H 1.74640 0.52141 -4.90269 0.0 0.0 0.0
H 0.47300 -0.65839 -4.59119 0.0 0.0 0.0
H 2.03160 -0.79129 -3.74769 0.0 -0.1 0.0
H -0.82850 1.00861 -4.30139 0.1 0.0 0.0
H 0.08070 2.49021 -3.98319 0.0 -0.1 0.0
H -2.27960 2.20391 -3.03809 0.2 0.0 0.0
H -1.08910 2.85401 -1.92079 0.1 0.1 -0.2
H 2.27010 2.21441 -3.29229 0.0 -0.1 0.0
H 2.72610 0.80441 -2.30089 0.0 0.0 -0.1
H 0.85170 3.05281 -1.47269 0.0 0.0 -0.1
H 2.48800 2.77361 -0.90279 0.0 0.1 -0.1
N -0.13400 -2.05899 -2.04989 0.3 0.4 0.0
C -0.75560 -3.37249 -2.17279 -0.5 -0.6 0.2
C -0.72710 -4.18269 -0.88029 0.2 0.0 -0.3
C 0.67440 -4.44849 -0.31799 -0.2 0.1 0.2
C 1.26150 -3.27039 0.47401 0.1 -0.4 -0.1
N 2.02970 -2.35199 -0.37259 0.1 0.3 0.1
H -0.15240 -1.63579 -2.97379 0.1 0.1 0.3
H 0.84660 -2.21229 -1.76779 0.1 -0.1 -0.5
H -0.24040 -3.95819 -2.95369 -0.1 0.1 0.1
H -1.79670 -3.25019 -2.48719 0.1 0.0 0.0
H -1.20670 -5.14029 -1.09639 0.0 0.0 0.0
H -1.33370 -3.68289 -0.12539 -0.1 0.0 0.1
H 1.35200 -4.72839 -1.12689 0.1 -0.1 0.0
H 0.60250 -5.29949 0.36131 0.0 -0.1 0.0
H 1.87730 -3.65389 1.29651 -0.1 0.1 0.0
H 0.43130 -2.71229 0.90241 0.1 0.0 0.1
H 3.01760 -2.57849 -0.33839 -0.1 0.2 0.0
H 1.91850 -1.39889 -0.02239 0.5 -0.2 0.2
N 3.27110 1.82781 4.12431 0.0 0.0 0.2
C 2.40070 0.77521 3.79701 0.0 -0.1 0.1
C 2.50300 0.31581 2.32081 0.3 0.5 -0.1
N 0.18080 -0.32329 1.62051 -0.5 -0.8 0.1
C -0.55240 -0.90419 2.48731 0.4 0.2 -0.7
C -0.64970 -0.47999 3.88061 0.2 0.5 0.6
N -0.02100 0.50121 4.37341 -0.3 -0.5 0.5
H 4.23730 1.52851 4.18191 0.0 -0.1 -0.1
H 3.01640 2.27901 4.99581 -0.1 0.0 0.0
H 3.25370 0.86781 1.74691 -0.2 0.1 0.0
H -1.19180 -1.71419 2.16021 -0.1 -0.1 -0.1
H -1.34550 -0.98959 4.53061 -0.2 -0.2 0.0

***

| no. | molar mass (g mol⁻¹) | E (hartree) | strongest force on any atom (eV Å⁻¹) |
| --- | --- | --- | --- |
| 1 | 715.340 | -2371.19863 | 1.44 |
| 2 | 538.636 | -2587.25617 | 3.62 |
| 3 | 592.009 | -4223.15357 | 1.16 |
| 4 | 689.228 | -3914.32363 | 2.36 |